Entry from OMol25: C24H20F6N2O7PS3Ti as an isolated structure in a non-equilibrium geometry (ωB97M-V with the def2-TZVPD basis set).

```
64
Properties=species:S:1:pos:R:3:lowdin_charge:R:1
Ti 0.781 0.193 -1.461 0.8064
O 0.380 2.754 -0.790 -0.1786
C -0.242 1.696 -0.452 -0.3150
C -1.470 1.728 0.241 -0.2074
C -2.103 2.970 0.493 -0.0011
C -3.316 3.007 1.128 -0.0842
C -3.932 1.825 1.527 -0.0637
C -3.300 0.602 1.320 -0.0849
C -2.069 0.544 0.698 -0.2109
P -0.885 -0.985 0.532 1.0732
C 0.011 -0.541 2.068 -0.2944
C -0.646 -0.207 3.244 -0.0815
C 0.073 0.229 4.344 -0.0857
C 1.454 0.320 4.285 -0.0959
C 2.117 -0.030 3.120 -0.0716
C 1.399 -0.453 2.014 -0.0752
C -2.274 -2.107 0.957 -0.3332
C -2.273 -2.890 2.104 -0.0817
C -3.376 -3.667 2.411 -0.0835
C -4.480 -3.677 1.574 -0.0970
C -4.464 -2.932 0.406 -0.0829
C -3.363 -2.157 0.093 -0.0954
H -1.606 3.862 0.145 0.1133
H -3.798 3.956 1.319 0.0987
H -4.902 1.850 2.001 0.0994
H -3.791 -0.298 1.665 0.1007
H -1.722 -0.288 3.293 0.1005
H -0.446 0.496 5.254 0.0976
H 2.011 0.661 5.147 0.0961
H 3.197 0.019 3.073 0.1039
H 1.921 -0.735 1.109 0.0853
H -1.401 -2.886 2.742 0.1085
H -3.381 -4.266 3.311 0.0987
H -5.345 -4.276 1.825 0.0960
H -5.319 -2.945 -0.255 0.1017
H -3.332 -1.572 -0.817 0.1211
F 2.996 -2.169 -2.691 -0.0987
C 3.149 -2.018 -1.317 -0.2400
F 3.915 -0.864 -1.202 -0.0800
F 1.808 -1.400 -1.031 -0.2864
S 0.251 -1.745 -3.323 0.7662
O -0.422 -0.838 -2.226 -0.5850
O -0.696 -2.764 -3.711 -0.4154
N 0.160 -0.622 -4.634 -0.3305
S 0.736 0.741 -4.388 0.5828
O 0.704 1.282 -3.000 -0.4161
O 0.460 1.741 -5.373 -0.2728
C 2.648 0.622 -4.416 -0.6044
F 2.961 0.252 -3.160 0.0587
F 3.227 -0.239 -5.253 0.1464
F 3.242 1.812 -4.608 0.1165
C 4.345 2.378 0.056 -0.2106
S 2.523 2.522 -0.294 0.9848
C 2.756 3.421 -1.869 -0.1880
O 2.264 1.075 -0.649 -0.6177
H 4.787 1.724 -0.685 0.0517
H 4.442 1.938 1.040 0.0364
H 4.796 3.362 0.047 0.0446
H 3.762 3.298 -2.251 0.0560
H 2.536 4.467 -1.681 0.0615
H 2.021 3.023 -2.562 0.0355
O 0.237 -4.639 -0.699 0.1434
C 0.156 -3.587 -0.208 -0.4270
N 0.128 -2.573 0.417 0.0108
```

The value obtained for the energy is -123736.867 eV. As for the expectation value of S²: 2.021. Its charge is -1. Its relative energy (zero: lowest compared OMol25 entry of this formula, charge and spin) is 6.570 eV. The HOMO-LUMO gap (spin up / spin down) comes out at 6.2 / 5.4 eV. The spin multiplicity is 3. The highest occupied orbital energy (spin up / spin down) comes out at -4.22 / -5.11 eV.

Entry from OMol25: C24H20GeHgO3S2 as an isolated structure (ωB97M-V with the def2-TZVPD basis set).

```
51
Properties=species:S:1:pos:R:3:lowdin_charge:R:1
Hg 0.821 -2.133 0.262 0.6515
C 5.790 -1.385 -0.403 -0.1510
C 5.250 -2.666 -0.425 -0.1373
C 3.882 -2.853 -0.261 -0.1671
C 3.002 -1.780 -0.074 -0.2843
C 3.575 -0.505 -0.055 -0.1823
C 4.944 -0.302 -0.215 -0.1413
H 6.857 -1.235 -0.532 0.0770
H 5.900 -3.525 -0.569 0.0815
H 3.482 -3.863 -0.269 0.0682
H 2.944 0.370 0.092 0.0671
H 5.348 0.707 -0.192 0.0810
O -2.255 -4.194 0.203 -0.4747
S -1.003 -4.693 -0.369 -0.0144
O -0.512 -3.829 -1.445 -0.5309
O -1.060 -6.106 -0.720 -0.4632
S 0.512 -4.490 1.093 0.0616
C 1.199 3.363 2.945 -0.1289
C 0.749 3.665 1.667 -0.1157
C 0.177 2.673 0.878 -0.1213
C 0.042 1.363 1.339 -0.3298
C 0.509 1.080 2.623 -0.1265
C 1.077 2.064 3.422 -0.1121
Ge -0.767 -0.106 0.241 0.8927
C -0.770 0.713 -1.575 -0.3216
C 0.434 0.817 -2.273 -0.1214
C 0.487 1.401 -3.531 -0.1068
C -0.672 1.884 -4.127 -0.1284
C -1.881 1.776 -3.454 -0.1153
C -1.924 1.198 -2.190 -0.1096
C -2.665 -0.067 0.769 -0.3271
C -3.452 -1.203 0.566 -0.0935
C -4.813 -1.173 0.856 -0.0936
C -5.402 -0.020 1.360 -0.1285
C -4.623 1.109 1.583 -0.1243
C -3.266 1.081 1.288 -0.1272
H 1.651 4.132 3.563 0.0838
H 0.846 4.675 1.281 0.0871
H -0.164 2.922 -0.123 0.0917
H 0.442 0.064 3.000 0.0931
H 1.436 1.814 4.414 0.0897
H 1.344 0.419 -1.831 0.0778
H 1.436 1.466 -4.052 0.0914
H -0.633 2.332 -5.114 0.0835
H -2.794 2.138 -3.915 0.0869
H -2.876 1.118 -1.674 0.0900
H -2.997 -2.128 0.209 0.0711
H -5.408 -2.064 0.689 0.0970
H -6.464 -0.002 1.584 0.0825
H -5.072 2.010 1.988 0.0837
H -2.664 1.967 1.471 0.0883
```

The value obtained for the energy is -113717.942 eV. Its charge is -2. Its relative energy (zero: lowest compared OMol25 entry of this formula, charge and spin) is 0.000 eV. The HOMO-LUMO gap comes out at 6.1 eV. The highest occupied orbital energy comes out at -1.47 eV.

Entry from OMol25: C24H20MnN2O2PS as an isolated structure in a non-equilibrium geometry (ωB97M-V with the def2-TZVPD basis set).

```
51
Properties=species:S:1:pos:R:3:lowdin_charge:R:1
Mn -4.085 -10.790 -10.424 0.6720
O -5.561 -10.611 -11.809 -0.2837
N -5.929 -11.679 -12.470 -0.2121
C -6.451 -11.529 -13.739 0.0219
C -6.957 -12.635 -14.395 -0.0383
C -6.889 -13.882 -13.768 -0.0319
C -6.310 -14.000 -12.511 -0.0710
C -5.847 -12.879 -11.833 -0.6801
S -5.217 -12.961 -10.252 0.6506
H -6.544 -10.476 -14.053 0.1494
H -7.456 -12.475 -15.290 0.0917
H -7.302 -14.699 -14.291 0.1023
H -6.143 -14.937 -12.031 0.1035
O -3.519 -8.896 -7.941 -0.0295
N -2.906 -9.752 -8.910 -0.1036
C -1.694 -10.095 -8.491 -0.0279
C -0.697 -10.926 -9.155 -0.1875
C 0.404 -11.277 -8.289 -0.0045
C 1.462 -12.040 -8.736 -0.0499
C 1.479 -12.597 -10.007 -0.0150
C 0.417 -12.321 -10.877 -0.0512
C -0.655 -11.526 -10.409 -0.2943
P -1.942 -11.313 -11.654 1.0464
C -1.276 -10.153 -12.827 -0.3785
C -0.362 -10.462 -13.808 -0.0972
C 0.203 -9.451 -14.528 -0.0522
C -0.223 -8.128 -14.339 -0.0463
C -1.199 -7.827 -13.404 -0.0567
C -1.711 -8.865 -12.668 -0.1113
C -2.126 -12.918 -12.506 -0.3779
C -2.399 -13.010 -13.854 -0.0910
C -2.695 -14.247 -14.378 -0.0559
C -2.583 -15.400 -13.598 -0.0701
C -2.250 -15.318 -12.287 -0.0710
C -2.068 -14.069 -11.717 -0.1081
H -4.228 -9.437 -7.647 0.0749
H -1.389 -9.560 -7.553 0.1590
H 0.367 -10.989 -7.213 0.1333
H 2.234 -12.256 -8.065 0.1005
H 2.279 -13.200 -10.309 0.1019
H 0.374 -12.718 -11.887 0.1083
H 0.004 -11.470 -13.946 0.1116
H 0.977 -9.660 -15.253 0.1142
H 0.165 -7.368 -14.961 0.1000
H -1.396 -6.782 -13.287 0.1110
H -2.379 -8.571 -11.861 0.0954
H -2.418 -12.098 -14.460 0.1168
H -2.945 -14.351 -15.399 0.0994
H -2.672 -16.375 -14.017 0.1067
H -2.138 -16.234 -11.743 0.1125
H -1.862 -13.997 -10.646 0.1135
```

The value obtained for the energy is -83724.550 eV. As for the expectation value of S²: 8.760. Its charge is +1. Its relative energy (zero: lowest compared OMol25 entry of this formula, charge and spin) is 0.000 eV. The HOMO-LUMO gap (spin up / spin down) comes out at 6.8 / 6.9 eV. The spin multiplicity is 6. The highest occupied orbital energy (spin up / spin down) comes out at -10.63 / -10.90 eV.

Entry from OMol25: a 2-piece molecular cluster, C24H20N2O overall in a non-equilibrium geometry (ωB97M-V with the def2-TZVPD basis set).

```
47
Properties=species:S:1:pos:R:3:lowdin_charge:R:1
C -5.514 -2.413 0.081 -0.0484
O -4.371 -2.584 -0.785 -0.0704
C -3.309 -1.746 -0.663 -0.2363
C -2.268 -1.921 -1.607 0.0106
C -1.199 -1.071 -1.633 0.0036
C -1.065 0.003 -0.696 -0.1935
C 0.041 0.886 -0.790 0.0854
C 0.134 2.222 -0.320 -0.1817
C 1.388 2.886 -0.454 -0.0007
C 1.611 4.126 0.095 -0.0196
C 0.605 4.784 0.814 -0.2449
C 0.898 6.112 1.441 -0.0435
C -0.668 4.194 0.884 -0.0218
C -0.929 2.985 0.259 0.0001
C -2.062 0.090 0.321 -0.0010
C -3.191 -0.714 0.307 0.0086
H -6.184 -3.239 -0.177 0.0965
H -5.221 -2.485 1.138 0.0966
H -6.011 -1.453 -0.117 0.0998
H -2.366 -2.733 -2.323 0.1278
H -0.420 -1.189 -2.389 0.1296
H 0.889 0.528 -1.376 0.1252
H 2.190 2.361 -0.970 0.0943
H 2.586 4.600 -0.014 0.1279
H 0.102 6.408 2.133 0.0800
H 1.846 6.063 1.994 0.0919
H 1.007 6.908 0.688 0.0951
H -1.456 4.715 1.436 0.1189
H -1.955 2.607 0.216 0.1095
H -1.913 0.796 1.140 0.1173
H -3.990 -0.544 1.035 0.1122
C 2.395 -0.840 0.696 -0.2626
C 3.314 0.147 0.296 -0.2669
N 4.067 1.000 -0.002 0.1286
C 2.482 -2.176 0.147 -0.2116
C 1.650 -3.217 0.649 -0.0417
C 1.670 -4.472 0.040 -0.1030
C 2.542 -4.735 -1.024 -0.1171
C 3.431 -3.745 -1.461 -0.1010
C 3.415 -2.474 -0.886 -0.0405
C 1.749 -0.626 1.927 -0.2690
N 1.234 -0.401 2.960 0.1163
H 1.011 -3.016 1.518 0.1047
H 1.005 -5.252 0.416 0.0980
H 2.550 -5.720 -1.494 0.0934
H 4.154 -3.957 -2.252 0.0994
H 4.127 -1.699 -1.197 0.1040
```

The value obtained for the energy is -30237.113 eV. Its relative energy (zero: lowest compared OMol25 entry of this formula, charge and spin) is 0.258 eV. The HOMO-LUMO gap comes out at 4.0 eV. The highest occupied orbital energy comes out at -6.40 eV.

- Which formula does entry 3 have?
  C24H20MnN2O2PS